{
  "formula": "C6H6N3",
  "method": "ωB97M-V with the def2-TZVPD basis set",
  "e_tot_ev": -10778.9458,
  "lumo_ha": -0.1638,
  "e_above_lowest_kj_mol": 261.6,
  "fmax_ev_per_a": 8.23,
  "charge": 1,
  "orbital_gap_ev": 9.7,
  "symbols": ["H", "H", "H", "C", "H", "H", "N", "N", "C", "C", "H", "N", "C", "C", "C"],
  "xyz": [[1.25865, -1.85676, -0.12568], [-3.49406, 0.61416, 0.02610], [-2.03489, -1.46480, 0.12007], [-0.10828, 1.15462, 0.07162], [-1.34746, 2.58442, -0.28891], [0.90663, 3.02415, 0.15679], [2.14983, 1.39236, -0.00227], [-1.57537, -0.51178, -0.04208], [0.95450, 1.98821, 0.14984], [-2.37736, 0.60562, -0.04492], [3.23418, -0.13772, -0.20550], [-1.83393, 1.81086, -0.04058], [1.11098, -0.76470, -0.05651], [2.24525, 0.11558, -0.27970], [-0.15651, -0.15381, -0.09580]],
  "atomic_forces_ev_per_a": [[-0.231, 0.710, 0.136], [1.109, -0.841, -0.244], [1.287, 1.834, -0.460], [-2.998, 4.490, -0.343], [0.131, 3.636, -1.450], [-0.021, 1.824, 0.513], [-0.517, 2.131, -0.627], [-0.970, -0.406, 0.238], [1.047, -2.158, -0.888], [-0.033, 1.426, -0.196], [2.222, -1.750, -0.634], [3.119, -7.346, 2.006], [0.710, -0.668, -2.176], [-3.831, -0.529, 2.992], [-1.022, -2.352, 1.133]]
}

***

{
  "formula": "C6H6N3O2",
  "method": "ωB97M-V with the def2-TZVPD basis set",
  "e_tot_ev": -14880.7972,
  "lumo_ha": [0.1411, 0.1223],
  "e_above_lowest_kj_mol": 524.6,
  "fmax_ev_per_a": 2.60,
  "charge": -1,
  "orbital_gap_ev": [7.9, 5.2],
  "smiles": "O=C1CN2C(=CCN2[O-])C=N1",
  "symbols": ["H", "H", "H", "N", "H", "C", "H", "C", "C", "O", "C", "N", "H", "N", "O", "C", "C"],
  "xyz": [[1.35556, 1.62198, 0.56386], [0.58791, 2.23848, -1.04238], [-1.15351, -2.71247, 0.17949], [1.54598, -0.57304, -0.13167], [1.59907, -2.71469, 0.20383], [-0.43140, -1.85457, 0.03758], [1.15030, -2.23026, -1.57321], [-1.88381, 0.25697, 0.32674], [0.41973, 1.62312, -0.06672], [2.66623, -0.19784, -0.56802], [-0.74500, -0.53338, 0.07731], [-1.92478, 1.53983, 0.66291], [-2.81088, -0.35792, 0.34484], [0.30406, 0.25150, -0.44212], [-0.91389, 3.38091, 1.16127], [1.04789, -2.00195, -0.39955], [-0.81345, 2.26333, 0.66586]],
  "atomic_forces_ev_per_a": [[-0.831, 0.903, -0.558], [-0.035, -0.758, 1.797], [1.108, 1.212, -0.078], [-1.208, -0.646, -1.225], [0.317, 0.047, -0.143], [0.241, -1.528, 0.087], [0.132, 0.471, 2.293], [-1.207, -2.220, 0.290], [1.456, 2.140, -0.283], [-0.526, -0.017, 0.252], [0.052, 1.143, -1.146], [-1.070, -1.101, -0.318], [0.284, 0.779, 0.176], [1.440, -1.750, 0.655], [2.105, 1.027, -0.129], [-1.465, 0.862, -1.434], [-0.792, -0.563, -0.237]]
}

***

{
  "formula": "C6H6N3O4",
  "method": "ωB97M-V with the def2-TZVPD basis set",
  "e_tot_ev": -18975.5881,
  "lumo_ha": 0.1358,
  "e_above_lowest_kj_mol": 211.9,
  "fmax_ev_per_a": 4.52,
  "charge": -1,
  "orbital_gap_ev": 8.4,
  "symbols": ["H", "O", "O", "O", "N", "H", "N", "H", "C", "H", "C", "H", "C", "C", "C", "O", "H", "N", "C"],
  "xyz": [[-2.62450, 1.17320, 0.13949], [-2.33313, -4.65592, -0.62839], [-1.48215, -0.83300, -2.53310], [-1.59425, -2.97100, -1.84386], [-0.94688, -1.77081, -1.90721], [-0.64545, 3.01210, -1.00934], [0.48188, 0.29030, 0.30442], [-1.12878, -0.91448, 0.48452], [-1.61058, 1.10548, -0.08631], [2.07479, -1.60069, -0.42039], [0.59042, 1.42249, -0.35322], [2.07278, -2.64673, -1.86389], [1.54362, -1.95998, -1.24636], [0.26429, -1.71480, -1.50359], [-0.63925, 2.04594, -0.50090], [-1.78474, -2.71011, 0.35887], [1.57995, 1.72566, -0.52176], [-0.80820, 0.06355, 0.34516], [-1.97498, -3.51961, -0.51079]],
  "atomic_forces_ev_per_a": [[-1.439, -0.219, -0.211], [-0.649, -1.158, 0.032], [-0.905, 0.503, -0.375], [-0.257, -0.438, -0.968], [2.425, 0.104, -0.350], [-0.870, -0.307, 0.379], [0.133, -0.853, -1.044], [-0.024, 0.547, 0.339], [4.505, 0.326, 0.058], [0.251, 0.625, 1.290], [0.036, -0.006, 1.557], [0.408, -0.242, -0.912], [-2.428, -0.164, -1.111], [0.726, -1.262, 0.394], [-0.824, 0.417, -1.078], [0.029, 1.393, 2.327], [0.961, 0.934, -0.453], [-2.687, -0.389, 1.073], [0.608, 0.189, -0.949]]
}

***

{
  "formula": "C6H6N3OP3",
  "method": "ωB97M-V with the def2-TZVPD basis set",
  "e_tot_ev": -40703.5420,
  "lumo_ha": -0.0224,
  "e_above_lowest_kj_mol": 0.0,
  "fmax_ev_per_a": 4.43,
  "charge": 0,
  "orbital_gap_ev": 8.2,
  "symbols": ["H", "P", "N", "C", "C", "O", "P", "C", "H", "C", "H", "C", "H", "H", "N", "P", "H", "N", "C"],
  "xyz": [[-0.09366, 3.59615, -1.39617], [0.52955, -1.07004, -0.37009], [0.03547, -2.29239, 0.41387], [-2.21153, 1.73133, 0.60984], [-0.53416, 0.47156, -0.36184], [1.79564, -2.87489, 1.89176], [2.78781, -2.37713, -1.44129], [-1.75783, 2.83885, -0.10898], [2.34329, -3.44684, 2.54582], [-0.63745, 2.76471, -0.94515], [0.79124, 1.56349, -1.80256], [-1.47713, 0.56998, 0.60093], [-2.13559, 3.77116, 0.02047], [-2.99114, 1.70681, 1.38894], [2.26700, -3.48218, -0.49286], [1.06708, -3.70758, 0.64518], [-1.50609, -0.27924, 1.24575], [1.76820, -1.02916, -1.32310], [-0.04071, 1.54539, -1.12051]],
  "atomic_forces_ev_per_a": [[-0.861, 0.198, 0.130], [-0.717, 0.276, -0.500], [-0.405, 0.045, -0.129], [-0.376, 0.306, 1.546], [3.890, -1.645, -1.337], [1.651, -1.781, 2.145], [-0.642, 0.580, 0.153], [1.174, -1.951, -0.340], [-1.476, 1.253, -1.787], [-0.075, -0.221, 0.413], [0.289, -0.939, 0.047], [-0.043, -0.191, -0.786], [-1.619, 2.478, 0.526], [0.130, 0.898, -0.720], [0.451, -0.820, -0.290], [-0.141, 1.516, 0.330], [-0.954, -0.276, 0.613], [0.201, 0.335, -0.096], [-0.478, -0.061, 0.082]]
}

***

{
  "formula": "C6H6N3S",
  "method": "ωB97M-V with the def2-TZVPD basis set",
  "e_tot_ev": -21617.1217,
  "lumo_ha": -0.1843,
  "e_above_lowest_kj_mol": 0.0,
  "fmax_ev_per_a": 4.10,
  "charge": 1,
  "orbital_gap_ev": 7.9,
  "symbols": ["C", "H", "N", "H", "C", "N", "H", "C", "C", "H", "S", "C", "N", "C", "H", "H"],
  "xyz": [[1.07019, 1.42663, -0.00646], [-3.36363, 0.17967, -0.01428], [-0.04534, 0.54288, -0.02012], [-2.59518, -2.23303, 0.10881], [-1.89571, -1.41151, 0.04035], [1.60413, -1.02696, -0.04843], [1.94814, -1.98071, -0.04766], [2.44355, 0.03461, -0.02591], [0.27660, -0.78663, -0.02372], [-1.55811, 1.95813, -0.00866], [4.00675, 0.21805, 0.03424], [-2.31622, -0.07437, -0.01051], [-0.62134, -1.74370, 0.01587], [-1.34141, 0.89753, -0.01991], [1.19272, 2.02882, -0.89505], [1.19487, 1.97058, 0.92143]],
  "atomic_forces_ev_per_a": [[3.517, -2.100, 0.067], [-0.009, 0.099, 0.024], [-0.347, -0.967, -0.037], [-0.126, 0.010, -0.051], [-0.033, 0.539, -0.086], [0.087, -0.557, -0.035], [-0.090, -0.014, 0.008], [-2.054, 3.322, 0.154], [-0.748, 0.372, 0.039], [0.057, -0.036, -0.050], [-0.141, -0.139, -0.073], [0.217, 0.041, 0.085], [0.596, -0.387, 0.026], [-0.719, -0.231, 0.016], [-0.117, 0.026, -0.150], [-0.089, 0.024, 0.065]]
}

***

{
  "formula": "C6H6NO2S",
  "method": "ωB97M-V with the def2-TZVPD basis set",
  "e_tot_ev": -22738.0559,
  "lumo_ha": 0.1401,
  "e_above_lowest_kj_mol": 219.4,
  "fmax_ev_per_a": 3.29,
  "charge": -1,
  "orbital_gap_ev": 7.3,
  "symbols": ["O", "H", "C", "H", "H", "S", "C", "O", "H", "C", "C", "N", "C", "H", "C", "H"],
  "xyz": [[1.67540, -1.64599, 1.91973], [1.17976, -1.41515, -0.69280], [-1.90699, -0.05864, -0.03476], [-1.17889, -2.09245, 0.02139], [-1.51621, 2.10535, -0.49932], [2.14952, -0.26105, 1.80030], [0.01102, 0.58157, -1.30453], [3.18084, 0.02694, 0.72375], [-2.87345, 0.07918, 0.40539], [0.40277, -0.58306, -0.39668], [0.67844, 0.34510, 0.95245], [-0.11224, 1.29959, 0.95183], [-1.00252, 1.15354, -0.23838], [-0.60932, 0.21655, -2.12619], [-0.99256, -1.09227, -0.06762], [0.91443, 1.34078, -1.41457]],
  "atomic_forces_ev_per_a": [[0.010, -1.518, -0.155], [-1.510, 2.068, 0.689], [3.050, -0.631, 0.213], [-0.529, -2.460, 0.689], [0.434, -0.579, 0.279], [1.277, 2.020, 0.640], [0.896, 1.808, 1.108], [-1.041, -0.649, 0.560], [-0.476, -0.596, -0.128], [0.002, -1.187, 0.792], [0.743, -1.526, -2.815], [-0.428, 1.343, 1.156], [-0.095, 0.292, -1.041], [0.747, 0.447, -0.614], [-1.124, 2.770, -0.839], [-1.956, -1.602, -0.533]]
}

***

{
  "formula": "C6H6NOS",
  "method": "ωB97M-V with the def2-TZVPD basis set",
  "e_tot_ev": -20680.9048,
  "lumo_ha": [-0.2159, -0.2157],
  "e_above_lowest_kj_mol": 220.0,
  "fmax_ev_per_a": 6.49,
  "charge": 1,
  "orbital_gap_ev": [7.2, 7.2],
  "symbols": ["H", "S", "H", "C", "H", "H", "O", "H", "C", "C", "C", "C", "H", "C", "N"],
  "xyz": [[-0.45631, 0.07446, -2.46713], [2.90074, -0.45865, 0.45596], [-1.36857, -1.07550, 1.24870], [2.11803, -0.49730, -1.00721], [2.47042, -0.18429, -1.93523], [-2.67648, 0.69845, -1.59054], [-1.99387, 0.62061, 0.46037], [1.73337, 0.12124, 2.37708], [-0.73012, 0.16678, -1.47463], [-1.90131, 0.44383, -0.89566], [1.49288, -0.01878, 1.39114], [-1.04026, -0.05047, 1.21724], [-1.28286, 0.33266, 2.27986], [0.35649, 0.01545, 0.61521], [0.37785, -0.18846, -0.67514]],
  "atomic_forces_ev_per_a": [[-0.495, -0.013, -2.013], [-2.077, 0.776, -0.782], [0.385, -0.902, -0.024], [-5.169, 0.965, 2.696], [0.451, -0.143, -1.653], [-0.892, 0.290, 0.605], [-1.315, 0.720, -2.338], [-0.344, 0.161, 2.387], [0.694, -1.327, 1.112], [1.532, 0.539, 0.363], [1.274, -0.987, -3.380], [-0.900, 0.572, 2.176], [1.406, -0.402, -1.586], [-1.025, -0.397, 2.841], [6.474, 0.150, -0.405]]
}

***

{
  "formula": "C6H6O",
  "method": "ωB97M-V with the def2-TZVPD basis set",
  "e_tot_ev": -8361.5714,
  "lumo_ha": 0.0335,
  "e_above_lowest_kj_mol": 476.1,
  "fmax_ev_per_a": 2.27,
  "charge": 0,
  "orbital_gap_ev": 10.5,
  "smiles": "C#C[C@H]1C/C1=C\\O",
  "symbols": ["H", "H", "H", "C", "H", "C", "O", "C", "H", "C", "C", "H", "C"],
  "xyz": [[1.58289, 2.37052, 0.50770], [0.14495, -2.37318, -3.23440], [2.03505, 0.15597, 1.72753], [-0.46841, -0.97290, -1.56538], [-0.94150, -0.36370, 1.76466], [0.12557, 0.74857, 0.11504], [1.44717, 0.89170, 1.92989], [-0.33710, -0.52109, 0.87025], [0.30937, -1.40268, 0.95207], [-0.12395, -1.72558, -2.43507], [-0.87140, -0.13474, -0.46761], [-1.88841, 0.22586, -0.45445], [1.06039, 1.44263, 0.71400]],
  "atomic_forces_ev_per_a": [[-0.336, -0.027, -0.446], [0.055, 0.000, 0.043], [-0.034, -0.041, 0.178], [-0.096, -0.322, -0.714], [0.029, 0.137, -0.392], [0.260, -1.417, 1.749], [1.239, 0.829, 0.671], [-0.070, 0.144, -0.119], [-0.103, 0.483, -0.334], [-0.162, 0.248, 0.143], [-0.579, -0.082, -0.538], [-0.207, 0.056, -0.384], [0.002, -0.009, 0.141]]
}

***

{
  "formula": "C6H6O",
  "method": "ωB97M-V with the def2-TZVPD basis set",
  "e_tot_ev": -8362.6629,
  "lumo_ha": 0.0159,
  "e_above_lowest_kj_mol": 370.8,
  "fmax_ev_per_a": 6.83,
  "charge": 0,
  "orbital_gap_ev": 10.0,
  "smiles": "O=C1C=C[C@H]2C[C@@H]12",
  "symbols": ["H", "O", "C", "H", "H", "C", "H", "H", "C", "C", "C", "C", "H"],
  "xyz": [[1.80254, 0.22043, -0.99031], [-2.49674, -0.69320, 0.03647], [-0.97632, 1.17736, 0.17225], [1.68106, -1.73461, 0.80696], [-1.65637, 2.15804, 0.14710], [0.24912, 1.34589, -0.02006], [0.66764, 2.48563, -0.02621], [0.20059, -1.78503, -1.32024], [-0.18568, -1.02348, -0.57724], [0.67128, -1.13853, 0.63496], [-1.35147, -0.20381, -0.11675], [0.93437, -0.04368, -0.31858], [0.45998, -0.76501, 1.57164]],
  "atomic_forces_ev_per_a": [[-0.712, -1.587, 0.863], [2.851, 1.433, -0.463], [-6.292, 2.641, -0.307], [-2.646, 0.139, -0.962], [0.849, -2.910, 0.668], [6.396, 1.782, -0.651], [-0.287, -3.313, 0.009], [-2.156, 0.865, 0.461], [2.973, -0.118, -0.132], [5.347, -0.993, 0.442], [-5.868, -2.749, -0.213], [0.992, 4.275, -1.569], [-1.446, 0.536, 1.852]]
}

***

{
  "formula": "C6H6O",
  "method": "ωB97M-V with the def2-TZVPD basis set",
  "e_tot_ev": -8361.4975,
  "lumo_ha": [-0.0327, -0.0015],
  "e_above_lowest_kj_mol": 483.3,
  "fmax_ev_per_a": 2.14,
  "charge": 0,
  "orbital_gap_ev": [5.7, 8.1],
  "symbols": ["C", "C", "H", "C", "O", "H", "H", "C", "H", "H", "C", "H", "C"],
  "xyz": [[2.20255, -1.10460, 0.60400], [-0.42964, 1.31773, 0.19462], [-2.46127, 0.70662, 0.69928], [0.47411, 0.31485, -0.14444], [-1.61652, -0.41741, -0.78607], [1.46955, -1.79414, 1.04581], [-0.01398, -1.58300, -1.22305], [1.85017, 0.04248, 0.01877], [-2.34084, 1.48856, -0.89729], [-0.21728, 2.23105, 0.73519], [-0.34846, -0.64871, -0.78091], [3.23330, -1.44019, 0.69204], [-1.80169, 0.88676, -0.15796]],
  "atomic_forces_ev_per_a": [[0.808, 0.261, -0.150], [0.071, 0.876, 0.501], [0.005, 0.144, -0.045], [-1.634, -0.423, -1.313], [-0.745, 0.317, 0.088], [0.166, 0.359, -0.008], [-0.080, 0.135, 0.048], [-0.289, -1.501, 0.908], [0.034, 0.137, 0.109], [-0.046, -0.151, -0.061], [2.045, -0.160, 0.067], [-0.017, 0.109, -0.098], [-0.317, -0.103, -0.046]]
}

***

{
  "formula": "C6H6O",
  "method": "ωB97M-V with the def2-TZVPD basis set",
  "e_tot_ev": -8362.4899,
  "lumo_ha": 0.0319,
  "e_above_lowest_kj_mol": 387.5,
  "fmax_ev_per_a": 0.41,
  "charge": 0,
  "orbital_gap_ev": 10.0,
  "smiles": "C=C=CC1=C[C@H]1O",
  "symbols": ["C", "H", "C", "C", "H", "C", "C", "O", "C", "H", "H", "H", "H"],
  "xyz": [[-0.40763, 0.90070, -0.88356], [-1.61290, -1.81683, -2.31925], [1.21967, -0.28440, 1.03214], [-1.18087, -0.11029, -1.21229], [1.72738, -1.19546, 0.71279], [0.67051, 0.68349, 0.06104], [-1.89349, -1.16097, -1.49901], [0.55863, -0.57669, 2.24096], [1.74043, 1.06556, 0.71316], [-2.77366, -1.42184, -0.91735], [-0.56225, 1.88919, -1.31184], [0.03249, 0.19975, 2.47491], [2.48170, 1.82781, 0.90829]],
  "atomic_forces_ev_per_a": [[-0.079, -0.128, -0.044], [-0.032, 0.108, 0.094], [0.213, -0.192, -0.297], [-0.023, -0.080, -0.013], [-0.033, 0.158, 0.027], [0.135, 0.013, 0.129], [0.096, 0.150, 0.042], [-0.174, 0.216, 0.151], [-0.151, 0.066, -0.076], [0.091, 0.086, -0.082], [0.017, -0.160, 0.042], [0.071, -0.134, 0.047], [-0.132, -0.103, -0.019]]
}

***

Number 4 is which compound?
C6H6N3OP3

***

Copy entry 3 word for word.
{
  "formula": "C6H6N3O4",
  "method": "ωB97M-V with the def2-TZVPD basis set",
  "e_tot_ev": -18975.5881,
  "lumo_ha": 0.1358,
  "e_above_lowest_kj_mol": 211.9,
  "fmax_ev_per_a": 4.52,
  "charge": -1,
  "orbital_gap_ev": 8.4,
  "symbols": ["H", "O", "O", "O", "N", "H", "N", "H", "C", "H", "C", "H", "C", "C", "C", "O", "H", "N", "C"],
  "xyz": [[-2.62450, 1.17320, 0.13949], [-2.33313, -4.65592, -0.62839], [-1.48215, -0.83300, -2.53310], [-1.59425, -2.97100, -1.84386], [-0.94688, -1.77081, -1.90721], [-0.64545, 3.01210, -1.00934], [0.48188, 0.29030, 0.30442], [-1.12878, -0.91448, 0.48452], [-1.61058, 1.10548, -0.08631], [2.07479, -1.60069, -0.42039], [0.59042, 1.42249, -0.35322], [2.07278, -2.64673, -1.86389], [1.54362, -1.95998, -1.24636], [0.26429, -1.71480, -1.50359], [-0.63925, 2.04594, -0.50090], [-1.78474, -2.71011, 0.35887], [1.57995, 1.72566, -0.52176], [-0.80820, 0.06355, 0.34516], [-1.97498, -3.51961, -0.51079]],
  "atomic_forces_ev_per_a": [[-1.439, -0.219, -0.211], [-0.649, -1.158, 0.032], [-0.905, 0.503, -0.375], [-0.257, -0.438, -0.968], [2.425, 0.104, -0.350], [-0.870, -0.307, 0.379], [0.133, -0.853, -1.044], [-0.024, 0.547, 0.339], [4.505, 0.326, 0.058], [0.251, 0.625, 1.290], [0.036, -0.006, 1.557], [0.408, -0.242, -0.912], [-2.428, -0.164, -1.111], [0.726, -1.262, 0.394], [-0.824, 0.417, -1.078], [0.029, 1.393, 2.327], [0.961, 0.934, -0.453], [-2.687, -0.389, 1.073], [0.608, 0.189, -0.949]]
}